DFT (ωB97M-V with the def2-TZVPD basis set) results for a structure of composition C42H52BrN3OP2Tc.

Element x y z (Å)
Tc -0.006 -0.123 -0.281
C -2.236 -2.616 1.040
C -1.598 -3.254 -0.195
C -1.696 -4.776 -0.131
P 0.098 -2.583 -0.433
C 0.830 -3.629 -1.745
C 0.009 -3.460 -3.025
C 2.306 -3.362 -2.009
C 0.868 -2.964 1.167
C 1.167 -4.255 1.569
C 1.465 -4.575 2.895
C 1.814 -5.985 3.286
C 1.394 -3.547 3.839
C 1.146 -2.242 3.465
C 0.940 -1.912 2.114
N 0.777 -0.590 1.677
C 1.352 0.464 2.390
C 2.503 0.338 3.188
C 3.041 1.446 3.810
C 2.469 2.713 3.672
C 3.065 3.918 4.345
C 1.346 2.838 2.847
C 0.805 1.752 2.190
P -0.601 1.776 1.053
C -0.909 3.473 0.426
C -1.505 4.471 1.424
C 0.332 4.071 -0.246
C -2.042 1.249 2.080
C -3.349 1.382 1.282
C -2.145 1.864 3.477
H -3.298 -2.869 1.087
H -2.158 -1.523 1.047
H -1.766 -2.978 1.958
H -2.132 -2.913 -1.086
H -1.141 -5.181 0.718
H -1.345 -5.263 -1.040
H -2.742 -5.059 0.006
H 0.719 -4.656 -1.385
H 0.110 -2.443 -3.413
H -1.051 -3.672 -2.893
H 0.388 -4.139 -3.790
H 2.462 -2.349 -2.381
H 2.666 -4.057 -2.769
H 2.924 -3.495 -1.120
H 1.147 -5.058 0.839
H 1.514 -6.697 2.518
H 1.336 -6.267 4.223
H 2.892 -6.084 3.429
H 1.532 -3.778 4.889
H 1.077 -1.472 4.220
H 3.008 -0.614 3.266
H 3.940 1.334 4.406
H 3.611 3.641 5.245
H 2.296 4.641 4.616
H 3.767 4.422 3.676
H 0.903 3.819 2.728
H -1.662 3.298 -0.351
H -0.870 4.616 2.298
H -2.493 4.186 1.769
H -1.599 5.439 0.928
H 1.036 4.447 0.495
H 0.032 4.915 -0.870
H 0.869 3.367 -0.873
H -1.834 0.185 2.223
H -3.784 2.372 1.400
H -4.087 0.665 1.646
H -3.220 1.212 0.212
H -2.311 2.938 3.446
H -1.253 1.676 4.077
H -2.994 1.420 4.000
Br 3.121 -0.644 -0.162
C 3.317 0.922 -1.163
C 4.602 1.405 -1.283
C 4.834 2.485 -2.121
C 3.796 3.014 -2.865
C 2.506 2.513 -2.749
C 1.482 3.053 -3.649
C 0.232 2.627 -3.606
C -0.215 1.680 -2.544
C 0.819 1.066 -1.599
C 2.212 1.475 -1.826
H 5.412 0.932 -0.746
H 5.836 2.882 -2.221
H 3.984 3.818 -3.566
H 1.795 3.793 -4.375
H -0.515 3.024 -4.285
H -0.923 2.237 -1.921
N -5.540 0.212 -4.947
C -4.385 0.914 -4.880
O -4.112 1.845 -5.602
C -3.393 0.493 -3.814
C -2.094 0.795 -4.028
C -1.041 0.474 -3.040
N -1.492 -0.117 -1.779
C -2.762 -0.388 -1.625
C -3.751 -0.136 -2.597
H -6.201 0.463 -5.664
H -5.686 -0.641 -4.439
H -1.810 1.275 -4.957
H -0.322 -0.220 -3.494
H -3.057 -0.795 -0.667
H -4.780 -0.367 -2.354

Forces on atoms 1 to 3 (eV/Å):
Tc 0.547 0.298 -0.430
C -0.040 -0.065 0.062
C -0.083 -0.106 0.017

## Properties
HOMO level (spin up / spin down) (eV): -12.73 / -12.91
Energy above the lowest of the compared OMol25 structures with the same formula, charge and spin (kcal/mol): 0.00
2S+1: 4
Kohn-Sham gap (spin up / spin down) (eV): 6.93 / 5.41
Total charge: +2

***

DFT (ωB97M-V with the def2-TZVPD basis set) results for a structure of composition C17H40Cl4O2S2 in a non-equilibrium geometry.

Element x y z (Å)
C -0.359 2.259 -1.127
S -0.122 4.017 -1.674
O -1.318 4.533 -2.485
C -0.235 4.749 0.054
H 0.548 1.826 -0.706
H -0.631 1.650 -1.989
H -1.208 2.156 -0.451
H -0.217 5.831 -0.072
H 0.447 4.315 0.785
H -1.180 4.356 0.428
C 5.592 -4.338 -4.178
S 3.891 -4.680 -3.607
O 3.600 -3.737 -2.453
C 3.217 -3.765 -5.087
H 6.316 -4.718 -3.458
H 5.749 -3.263 -4.267
H 5.753 -4.804 -5.150
H 3.263 -4.281 -6.046
H 3.616 -2.763 -5.246
H 2.203 -3.382 -4.972
C -0.604 -1.914 -3.292
Cl -0.149 -3.571 -2.906
Cl -1.586 -1.101 -2.013
Cl 1.067 -1.163 -3.372
Cl -1.469 -1.896 -4.838
C 2.123 3.852 3.302
C 1.711 2.408 3.826
C 2.530 1.309 3.194
C 2.011 0.961 1.774
C 2.675 -0.178 1.056
C 2.361 -0.333 -0.410
H 3.140 4.061 3.633
H 1.460 4.651 3.634
H 2.270 3.873 2.222
H 1.995 2.412 4.878
H 0.686 2.099 3.619
H 2.734 0.377 3.721
H 3.544 1.703 3.129
H 0.969 0.643 1.809
H 1.992 1.829 1.114
H 3.756 -0.037 1.087
H 2.694 -1.145 1.558
H 2.807 0.455 -1.017
H 2.842 -1.260 -0.721
H 1.342 -0.580 -0.709
C -3.223 -2.832 1.112
C -4.583 -2.202 1.217
C -4.702 -1.202 2.358
C -3.791 0.086 2.491
C -4.233 1.298 1.511
C -4.083 0.994 0.012
H -3.092 -3.624 1.849
H -2.366 -2.171 1.246
H -3.214 -3.255 0.107
H -4.935 -1.735 0.298
H -5.323 -3.000 1.263
H -4.617 -1.747 3.297
H -5.746 -0.891 2.369
H -3.775 0.464 3.513
H -2.743 -0.180 2.350
H -5.269 1.508 1.775
H -3.753 2.236 1.791
H -5.024 0.586 -0.358
H -4.074 1.945 -0.521
H -3.279 0.309 -0.257

Forces on atoms 1 to 3 (eV/Å):
C -0.708 0.238 -0.478
S -0.623 0.325 -0.054
O 1.485 -1.083 1.688

## Properties
HOMO level (eV): -8.77
Energy above the lowest of the compared OMol25 structures with the same formula, charge and spin (kcal/mol): 41.34
Kohn-Sham gap (eV): 8.81

***

DFT (ωB97M-V with the def2-TZVPD basis set) results for the ion C7H15N2 with charge +1 in a non-equilibrium geometry.

Element x y z (Å)
C 0.466 2.262 -0.325
C -0.613 0.349 0.413
C 0.575 -0.064 -0.492
C -0.440 -0.336 1.773
C -2.036 0.185 -0.136
C 1.856 -0.665 0.274
C 0.289 -1.107 -1.663
N -0.383 1.866 0.540
N 0.991 1.288 -1.019
H 0.804 3.296 -0.616
H -1.284 -0.269 2.331
H 0.349 0.148 2.373
H -0.312 -1.445 1.562
H -2.823 0.504 0.613
H -2.309 -0.816 -0.183
H -2.100 0.736 -0.987
H 2.559 -0.955 -0.576
H 1.726 -1.511 1.026
H 2.218 0.162 0.872
H 1.145 -1.172 -2.385
H -0.446 -0.848 -2.331
H 0.167 -2.188 -1.234
H -0.723 2.275 1.388
H 1.827 1.327 -1.550

Forces on atoms 1 to 3 (eV/Å):
C 2.101 1.901 -1.724
C 0.013 0.166 1.063
C 1.005 -1.613 -0.990

## Properties
SMILES: CC1(C)NC=[NH+]C1(C)C
HOMO level (eV): -14.29
Energy above the lowest of the compared OMol25 structures with the same formula, charge and spin (kcal/mol): 18.37
Kohn-Sham gap (eV): 11.19
Total charge: +1

***

DFT (ωB97M-V with the def2-TZVPD basis set) results for the molecule C3H3ClN2 in a non-equilibrium geometry.

Element x y z (Å)
C -2.415 -1.304 0.049
C 1.489 -0.325 0.061
C -0.759 0.683 -0.120
N -1.627 -0.454 0.031
N 0.677 0.625 -0.036
Cl 3.243 -0.093 0.095
H 1.475 -1.449 0.213
H -1.128 1.004 -1.044
H -0.955 1.313 0.749

Forces on atoms 1 to 3 (eV/Å):
C -0.358 -0.486 0.067
C -0.099 -0.962 0.437
C 0.356 -0.861 2.302

## Properties
HOMO level (eV): -10.95
Energy above the lowest of the compared OMol25 structures with the same formula, charge and spin (kcal/mol): 52.81
Kohn-Sham gap (eV): 11.69

***

DFT (ωB97M-V with the def2-TZVPD basis set) results for a cluster of 4 separate species, C36H64B2N4O8S2 in total in a non-equilibrium geometry.

Element x y z (Å)
C 6.245 -1.135 2.087
C 5.139 -2.023 2.252
C 3.697 -2.849 2.436
C 3.004 -2.242 3.792
C 1.703 -3.074 4.343
C 0.633 -3.537 3.191
C 0.108 -5.125 3.219
N 0.568 -6.143 4.259
C -0.994 -5.662 2.111
C -1.647 -4.683 0.932
C -1.146 -3.114 0.900
C -0.019 -2.593 2.020
S 0.484 -0.775 1.856
C 0.460 -0.505 -0.035
C -0.765 -1.313 -0.825
C -0.888 -1.118 -2.464
C 0.163 -0.205 -3.338
C -0.049 -0.139 -4.972
C 1.185 -0.787 -5.844
C 2.160 -1.806 -5.005
C 1.416 -3.165 -4.447
C 1.969 -3.399 -2.902
C 1.375 0.539 -2.503
S 2.572 1.579 -3.569
C 1.542 0.417 -0.852
B 2.768 1.163 -0.048
O 3.962 0.322 0.318
N 2.776 2.639 0.307
C 1.726 3.429 -0.444
C 4.116 3.149 -0.264
N -1.775 -2.216 -0.151
B -2.904 -1.381 0.428
N -3.035 0.138 0.224
O -3.982 -2.054 1.204
H 6.915 -0.148 2.130
H 3.962 -3.996 2.529
H 3.084 -2.602 1.442
H 2.740 -1.086 3.681
H 3.818 -2.282 4.660
H 1.130 -2.527 5.234
H 2.131 -4.076 4.830
H 0.218 -7.092 3.948
H 1.611 -6.190 4.125
H -1.353 -6.797 2.181
H -2.440 -5.097 0.173
H -1.765 -1.679 -3.022
H -1.038 -0.689 -5.335
H -0.093 1.020 -5.243
H 1.876 0.049 -6.341
H 0.770 -1.416 -6.770
H 3.011 -2.173 -5.754
H 2.734 -1.298 -4.104
H 0.243 -3.142 -4.528
H 1.786 -4.072 -5.086
H 3.159 -3.466 -2.923
H 1.714 -2.448 -2.234
H 1.570 -4.380 -2.401
H 3.771 0.826 -3.634
H 4.404 0.046 -0.559
H 2.008 3.601 -1.576
H 1.690 4.517 0.041
H 0.626 3.004 -0.324
H 3.969 4.308 -0.406
H 5.032 2.855 0.407
H 4.235 2.621 -1.304
H -3.891 0.498 0.734
H -2.231 0.654 0.643
H -3.946 -1.583 2.107
C -2.678 6.553 -3.474
O -2.334 5.610 -4.483
C -0.922 5.397 -4.566
C -0.514 4.090 -3.878
O -0.719 4.163 -2.464
C -1.905 3.492 -2.055
H -3.758 6.500 -3.309
H -2.173 6.344 -2.529
H -2.426 7.563 -3.814
H -0.372 6.249 -4.148
H -0.672 5.326 -5.630
H 0.556 3.929 -4.037
H -1.051 3.234 -4.307
H -1.744 2.410 -2.088
H -2.761 3.755 -2.681
H -2.126 3.783 -1.024
C -6.651 -0.710 -1.815
O -6.314 0.672 -1.867
C -4.973 0.885 -2.320
C -4.943 1.313 -3.791
O -5.379 0.254 -4.648
C -6.723 0.430 -5.083
H -7.734 -0.794 -1.687
H -6.370 -1.236 -2.731
H -6.160 -1.177 -0.955
H -4.358 -0.010 -2.159
H -4.556 1.693 -1.711
H -3.911 1.543 -4.068
H -5.544 2.218 -3.950
H -6.761 1.214 -5.846
H -7.390 0.689 -4.257
H -7.066 -0.509 -5.526
C 0.983 1.894 8.548
O 1.641 0.994 9.433
C 1.452 -0.373 9.055
C 2.686 -0.929 8.338
O 2.877 -0.297 7.069
C 3.895 0.697 7.109
H 1.348 2.904 8.752
H 1.183 1.658 7.500
H -0.097 1.868 8.733
H 0.553 -0.487 8.436
H 1.297 -0.940 9.979
H 2.528 -1.994 8.143
H 3.583 -0.831 8.963
H 4.877 0.215 7.142
H 3.784 1.362 7.969
H 3.828 1.295 6.196

Forces on atoms 1 to 3 (eV/Å):
C -8.293 -5.323 1.665
C 6.767 6.504 -0.920
C 1.488 1.146 -0.417

## Properties
SMILES: C#CCCCc1c(N)ccc2c1Sc1c(cc(CCCCC)c(S)c1B(O)N(C)C)N2B(N)O.COCCOC.COCCOC.COCCOC
HOMO level (eV): -7.90
Kohn-Sham gap (eV): 7.57

***

DFT (ωB97M-V with the def2-TZVPD basis set) results for a structure of composition C38H24Cl2IKN2O5P in a non-equilibrium geometry.

Element x y z (Å)
K -3.364 -0.405 1.258
O -4.547 -2.445 -0.417
C -4.163 -3.454 -1.057
C -2.896 -4.121 -0.966
C -2.570 -5.393 -1.408
C -1.252 -5.743 -1.695
C -0.187 -4.973 -1.332
C -0.408 -3.754 -0.698
C -1.751 -3.221 -0.567
O -1.927 -1.992 -0.198
N -1.104 -7.148 -2.217
O -0.336 -7.410 -3.120
O -1.771 -8.004 -1.601
H -4.791 -3.757 -1.947
H -3.415 -6.067 -1.528
H 0.837 -5.331 -1.469
H 0.465 -3.196 -0.355
I -2.099 2.675 -0.737
C -1.240 2.575 -2.703
C -2.266 2.364 -3.634
C -2.134 2.824 -4.962
C -0.939 3.279 -5.477
C 0.194 3.222 -4.583
C 1.494 3.540 -5.056
C 2.582 3.613 -4.242
C 2.384 3.201 -2.901
C 1.232 2.611 -2.386
P 1.259 1.647 -0.736
C 2.352 2.593 0.239
C 3.299 1.994 1.004
C 4.269 2.772 1.676
C 4.173 4.181 1.720
C 3.080 4.747 1.135
C 2.259 4.011 0.279
C 2.217 0.230 -1.294
C 3.549 0.300 -1.739
C 4.292 -0.773 -2.162
C 3.603 -1.969 -2.354
C 2.297 -2.107 -1.991
C 1.616 -1.042 -1.321
C 0.040 2.844 -3.191
H -3.222 1.962 -3.227
H -3.033 2.950 -5.613
H -0.851 3.485 -6.526
H 1.547 3.792 -6.114
H 3.533 3.802 -4.666
H 3.203 3.449 -2.291
H 3.236 0.878 1.247
H 5.107 2.302 2.270
H 4.883 4.819 2.277
H 2.824 5.837 1.209
H 1.518 4.488 -0.410
H 4.055 1.249 -1.660
H 5.342 -0.796 -2.512
H 4.138 -2.820 -2.744
H 1.720 -2.981 -2.201
H 0.714 -1.203 -0.682
Cl -2.060 3.586 4.662
C -2.676 2.164 5.265
C -2.850 1.927 6.642
C -2.746 0.609 7.041
Cl -2.894 0.266 8.713
C -2.227 -0.401 6.189
C -1.890 -1.723 6.665
C -1.613 -2.779 5.764
C -1.685 -2.447 4.416
N -2.083 -1.261 3.942
C -2.410 -0.303 4.802
C -2.850 1.085 4.244
O -3.131 1.406 3.099
H -3.208 2.675 7.344
H -1.920 -1.941 7.738
H -1.373 -3.737 6.147
H -1.428 -3.258 3.705

Forces on atoms 1 to 3 (eV/Å):
K 0.247 -0.410 -0.125
O 0.677 -2.226 -1.102
C -1.730 1.960 0.123

## Properties
HOMO level (eV): -3.84
Energy above the lowest of the compared OMol25 structures with the same formula, charge and spin (kcal/mol): 82.16
Kohn-Sham gap (eV): 5.41
Total charge: -1

***

| no. | electronic energy (hartree) |
| --- | --- |
| 1 | -5208.17422 |
| 2 | -3459.18065 |
| 3 | -384.96750 |
| 4 | -685.73127 |
| 5 | -3076.28476 |
| 6 | -4107.46910 |